A | Computed, not measured: a 2-piece molecular cluster, C4H12 overall, with ωB97M-V with the def2-TZVPD basis set.

Element x y z (Å)
H: 0.1044 2.7387 0.5970
H: 1.1903 2.2021 -2.1892
H: -1.6536 -1.0778 0.5629
C: 0.5694 1.9211 -1.3341
C: -1.3453 -1.9652 1.1137
H: -0.9144 -1.7289 2.0807
H: -2.2086 -2.5613 1.1858
H: -0.5952 -3.2222 -0.5327
H: 0.4578 -3.2265 0.8877
H: 0.7981 0.8528 -1.2971
H: 1.7001 2.0744 0.5117
C: -0.2200 -2.6161 0.2911
H: -0.4585 2.0490 -1.6628
C: 0.9707 2.6473 -0.0552
H: 1.3569 3.6424 -0.2529
H: 0.3814 -1.8009 -0.1123

## Properties
- Molar mass: 60.14 g mol⁻¹
- HOMO energy: -11.76 eV
- SMILES: CC.CC

=====

B | Computed, not measured: a 2-piece molecular cluster, C4H12 overall, with ωB97M-V with the def2-TZVPD basis set.

Element x y z (Å)
C: 0.8607 -0.5361 -2.6027
C: -1.0380 0.8633 1.3218
C: 0.2910 -0.3727 -1.0912
H: 0.6763 -1.6454 -3.0387
H: 0.8715 0.0149 2.0254
H: -1.6849 0.5025 0.4658
H: 1.9591 -0.2701 -2.5346
H: -1.7794 1.2267 1.9648
H: 0.4717 -1.3158 -0.5402
H: -0.3421 1.4978 0.7327
H: -0.8024 -0.0751 -1.0589
H: 0.9274 0.4165 -0.5583
C: -0.1831 -0.0666 2.2600
H: -0.3871 -1.0526 2.5540
H: 0.2375 0.1610 -3.1389
H: -0.0781 0.6518 3.2390

## Properties
- Molar mass: 60.14 g mol⁻¹
- HOMO energy: -10.93 eV
- SMILES: CC.CC

=====

Stability check: which of them is least stable? B.

=====

A | Computed, not measured: a 2-piece molecular cluster, C4H12 overall, with ωB97M-V with the def2-TZVPD basis set.

Element x y z (Å)
C: -1.3428 -0.8839 -1.5793
H: 1.5079 -0.2550 3.4505
H: 1.6063 0.5925 0.6234
H: -0.6107 -1.4273 -1.1248
H: -1.9257 -1.7768 -2.3544
C: 1.4798 0.4929 2.7421
H: 2.4370 1.1415 2.6281
C: 1.1004 0.0159 1.4061
H: 0.0653 -0.0744 1.1640
H: -2.0953 -0.5425 -0.7769
C: -1.1941 0.3673 -2.5271
H: -0.6779 0.3270 -3.5194
H: 1.4359 -0.9364 1.1560
H: -0.6504 1.0155 -1.8379
H: 0.8223 1.2458 3.2654
H: -2.1749 0.7369 -2.9250

## Properties
- Molar mass: 60.14 g mol⁻¹
- HOMO energy: -10.91 eV
- SMILES: CC.CC

=====

B | Computed, not measured: a 2-piece molecular cluster, C4H12 overall, with ωB97M-V with the def2-TZVPD basis set.

Element x y z (Å)
H: -1.6757 2.0547 2.6860
H: 0.8647 -3.3454 -1.2799
H: 1.4704 -0.3646 -1.3891
H: -0.3904 -2.1061 -1.0305
H: 0.1120 2.0307 0.3807
H: -2.1972 0.8122 1.6561
H: 0.4944 -2.3133 -2.5975
H: -1.5442 2.1934 -0.1661
C: -1.3295 1.4321 1.8914
H: 1.7224 -1.4671 0.0681
C: -0.8899 2.2974 0.7099
H: -0.5123 0.7956 2.1938
H: -0.9625 3.3804 0.8378
C: 0.5616 -2.3214 -1.5078
H: 2.6080 -1.7168 -1.4401
C: 1.6682 -1.3617 -1.0130

## Properties
- Molar mass: 60.14 g mol⁻¹
- HOMO energy: -11.57 eV
- SMILES: CC.CC

=====

C | Computed, not measured: a 2-piece molecular cluster, C4H12 overall, with ωB97M-V with the def2-TZVPD basis set.

Element x y z (Å)
C: 2.2617 0.4219 1.0824
H: 1.7288 -0.4573 1.3132
H: -2.1549 -2.0771 -1.3928
H: 2.6930 1.5270 -0.6666
H: 2.1816 1.1289 1.9464
H: 3.3266 0.0543 0.7628
H: -0.7317 -1.5772 -0.4970
H: 1.2075 2.0617 -0.0714
H: 1.1709 0.5209 -0.6703
C: 1.8366 1.1405 -0.1353
H: -1.7630 0.6822 -1.0645
H: -2.2396 -2.0811 0.3839
C: -2.2401 -0.0875 -0.4466
C: -1.8374 -1.5851 -0.5059
H: -3.2937 0.1009 -0.6674
H: -2.1462 0.2271 0.6291

## Properties
- Molar mass: 60.14 g mol⁻¹
- HOMO energy: -11.31 eV
- SMILES: CC.CC

=====

D | Computed, not measured: a 2-piece molecular cluster, C4H12 overall, with ωB97M-V with the def2-TZVPD basis set.

Element x y z (Å)
H: 1.4752 3.3576 1.1933
H: -0.9537 -1.8503 0.5397
H: -2.5928 -1.5407 -1.9744
C: 2.1566 1.5477 0.1288
C: -1.8563 -2.1989 0.0734
H: 0.1425 2.0946 1.0245
H: -1.0734 -2.6300 -2.0040
C: 1.2871 2.3063 1.1970
H: -1.9864 -3.2812 0.1456
H: -1.1134 -0.7442 -1.4397
H: 3.2587 1.4901 0.6924
H: 1.5960 2.0689 2.2274
H: -2.7943 -1.8553 0.4449
H: 1.8790 0.6999 -0.1675
H: 2.2103 2.3005 -0.6553
C: -1.6351 -1.7650 -1.4261

## Properties
- Molar mass: 60.14 g mol⁻¹
- HOMO energy: -11.46 eV
- SMILES: CC.CC

=====

Stability check: which of them is least stable? A.

=====

A | Computed, not measured: a 2-piece molecular cluster, C4H12 overall, with ωB97M-V with the def2-TZVPD basis set.

Element x y z (Å)
H: 2.0692 -2.8653 0.9558
H: 1.0465 -0.8679 -0.4146
C: 2.2333 -1.8121 1.1767
H: -3.1979 1.3271 -1.2885
H: 2.3116 -1.7296 2.2574
H: 3.2078 -1.5866 0.7563
H: -1.9169 1.4499 -2.4399
C: 1.1272 -0.8979 0.6694
C: -1.2180 1.6427 -0.3922
H: -0.1781 1.4545 -0.6820
H: -1.3444 2.7245 -0.3185
H: -2.1055 -0.0212 -1.5071
H: 1.2986 0.1160 1.0340
C: -2.1535 1.0689 -1.4485
H: -1.4362 1.2601 0.5953
H: 0.1563 -1.2516 1.0242

## Properties
- Molar mass: 60.14 g mol⁻¹
- HOMO energy: -11.80 eV
- SMILES: CC.CC

=====

B | Computed, not measured: a 2-piece molecular cluster, C4H12 overall, with ωB97M-V with the def2-TZVPD basis set.

Element x y z (Å)
H: -1.0655 0.2730 1.3076
H: 1.2621 -0.4925 -1.1853
H: -3.1348 -1.7854 0.6102
H: 3.2016 1.4832 -1.3684
H: -2.7097 -0.6426 -0.7585
H: 3.0119 -0.8519 -1.0423
C: 2.3502 1.2747 -0.7144
H: 2.1144 -0.6956 0.3430
C: -2.1210 0.0628 1.1918
C: 2.1838 -0.2567 -0.6585
H: 2.7714 1.6836 0.2090
H: -2.6928 0.9072 0.7868
H: -2.6240 -0.0436 2.1543
C: -2.4210 -1.0841 0.1831
H: -1.5037 -1.6774 0.1393
H: 1.4200 1.7357 -1.0124

## Properties
- Molar mass: 60.14 g mol⁻¹
- HOMO energy: -11.48 eV
- SMILES: CC.CC

=====

Stability check: which of them is least stable? B.

=====

A | Computed, not measured: a 2-piece molecular cluster, C4H12 overall, with ωB97M-V with the def2-TZVPD basis set.

Element x y z (Å)
H: -0.5780 2.5905 -2.3229
C: 1.8398 -1.9224 1.1372
H: 2.2254 -1.7276 2.1448
H: -0.0750 -1.5599 0.0385
H: -2.1568 0.7958 -1.6523
H: 2.0859 -2.9597 0.9078
H: -1.4428 0.6982 -0.0888
H: -0.2810 3.0093 -0.6363
H: 0.0456 -0.7340 1.5399
H: 0.4401 1.5727 -1.3612
C: -0.4607 2.1890 -1.3214
H: -2.4313 2.0921 -0.4788
H: -0.2555 -2.4088 1.5599
C: 0.3499 -1.6654 1.0440
C: -1.6910 1.3983 -0.8794
H: 2.3854 -1.3681 0.3690

## Properties
- Molar mass: 60.14 g mol⁻¹
- HOMO energy: -11.64 eV
- SMILES: CC.CC

=====

B | Computed, not measured: a 2-piece molecular cluster, C4H12 overall, with ωB97M-V with the def2-TZVPD basis set.

Element x y z (Å)
H: -2.0871 -1.2682 0.4437
H: -2.7544 -1.4135 -2.0373
H: 2.3959 1.7870 -0.0386
H: 0.8062 0.9416 -0.3062
C: 2.1440 0.2036 1.4347
C: -1.7909 -1.1344 -1.5464
H: 1.8486 -0.7639 1.3240
C: 1.5602 1.2981 0.5188
H: 3.1976 0.2373 1.3412
H: -1.0920 0.4171 -0.0789
H: 1.9674 0.4396 2.3996
H: 1.1751 2.0512 1.1053
H: -1.3032 -0.5270 -2.2753
H: -1.2574 -2.0685 -1.6542
H: -2.7848 0.3769 -0.4223
C: -1.9320 -0.4022 -0.3739

## Properties
- Molar mass: 60.14 g mol⁻¹
- HOMO energy: -10.77 eV
- SMILES: CC.CC

=====

Stability check: which of them is least stable? B.

=====

A | Computed, not measured: a 2-piece molecular cluster, C4H12 overall, with ωB97M-V with the def2-TZVPD basis set.

Element x y z (Å)
C: 0.7610 -1.4178 1.7384
C: -0.0465 -2.3626 0.8695
H: 0.6154 -2.9753 0.2397
H: -0.5153 3.3554 -1.7411
H: -0.6192 -3.1034 1.4337
H: 1.5771 -0.9297 1.1950
C: 0.1459 1.4633 -0.9082
H: 1.0879 1.4282 -1.4701
H: -0.2419 0.4475 -0.8080
H: 0.1795 -0.5881 2.1512
H: -1.8190 2.3383 -1.1724
C: -0.8537 2.3215 -1.6797
H: 0.4924 1.7858 0.0652
H: 1.2125 -1.9551 2.5697
H: -0.9486 1.8878 -2.6675
H: -0.7087 -1.8426 0.1827

## Properties
- Molar mass: 60.14 g mol⁻¹
- HOMO energy: -11.72 eV
- SMILES: CC.CC

=====

B | Computed, not measured: a 2-piece molecular cluster, C4H12 overall, with ωB97M-V with the def2-TZVPD basis set.

Element x y z (Å)
C: -0.6641 2.4047 0.9110
H: -1.5415 3.0217 0.6960
H: -0.4698 1.2370 -0.8480
C: 0.4700 -2.7280 0.3431
H: -0.2279 -3.5727 0.3465
H: 0.0490 2.9081 -1.0867
H: 1.4669 -3.1438 0.2912
H: -0.0931 3.0785 1.5669
H: -0.6218 -1.1067 -0.6735
C: 0.0663 2.0750 -0.3873
H: 1.0182 -1.1260 -1.0320
H: -1.0596 1.5551 1.4626
H: 1.1058 1.7710 -0.2510
H: 0.0817 -2.3169 -1.7912
H: 0.2352 -2.2425 1.2854
C: 0.1847 -1.8146 -0.8328

## Properties
- Molar mass: 60.14 g mol⁻¹
- HOMO energy: -11.53 eV
- SMILES: CC.CC

=====

C | Computed, not measured: a 2-piece molecular cluster, C4H12 overall, with ωB97M-V with the def2-TZVPD basis set.

Element x y z (Å)
H: -1.5493 1.9254 1.9011
H: -2.4274 0.3895 1.6896
H: 1.5043 0.6678 -1.5634
H: 2.0343 -1.4737 -2.8385
H: -1.5272 0.8385 3.2622
H: 0.5754 0.9138 1.7603
H: -0.4965 -0.3613 0.8758
H: -0.1516 0.1536 -1.0964
H: -0.1223 -0.5480 2.4368
C: -1.6673 0.9154 2.2335
H: 0.8940 -0.2364 -3.4396
H: 0.2957 -1.8470 -2.7196
C: 1.0554 -0.9793 -2.6501
C: -0.3465 0.2660 1.7864
C: 0.9068 -0.1451 -1.3296
H: 1.2796 -0.7641 -0.5100

## Properties
- Molar mass: 60.14 g mol⁻¹
- HOMO energy: -11.32 eV
- SMILES: CC.CC

=====

D | Computed, not measured: a 2-piece molecular cluster, C4H12 overall, with ωB97M-V with the def2-TZVPD basis set.

Element x y z (Å)
H: -2.0729 2.8827 -0.6760
H: 0.7792 1.5806 -0.7936
H: -0.4682 -2.7944 1.7079
H: -0.1227 1.9984 0.6212
C: -1.1085 2.6914 -1.1785
H: 1.6438 -1.2314 -0.0199
C: 1.3674 -1.8804 0.8201
H: -1.2646 2.5690 -2.2465
H: 2.1620 -2.6166 0.9825
H: -0.8129 -1.8875 0.4066
C: 0.0059 -2.5231 0.7468
H: 1.4059 -1.1084 1.5930
C: -0.2538 1.6560 -0.4286
H: -0.7267 0.6415 -0.5589
H: -0.0901 -3.4803 0.1959
H: -0.5846 3.6050 -0.8997

## Properties
- Molar mass: 60.14 g mol⁻¹
- HOMO energy: -11.31 eV
- SMILES: CC.CC

=====

Stability check: which of them is least stable? C.